1.
The following is a quantum chemistry calculation of a 6-piece molecular cluster, C27H36F15NO13 overall in a non-equilibrium geometry, from OMol25.

The geometry in XYZ format:
```
92
Properties=species:S:1:pos:R:3:lowdin_charge:R:1
O 6.190 0.497 -2.465 0.0303
C 4.371 0.691 3.172 -0.1886
C 0.973 -3.619 -3.694 -0.5359
F -4.565 -0.091 -0.669 0.1700
F -5.419 -0.838 1.181 0.1417
C -2.105 3.888 -1.605 -0.0326
C -4.355 -0.208 0.651 -0.5239
F -13.144 -0.004 3.448 0.1711
C -2.072 -3.100 0.884 -0.1850
F -12.674 -1.674 4.746 0.1631
C 4.752 -4.553 -1.599 -0.0543
F 0.757 -1.448 2.669 0.1617
H 0.182 3.057 -2.469 0.1081
H -3.183 3.895 -1.447 0.1297
H -0.436 1.423 -0.461 0.0942
H -8.924 -2.231 2.594 0.1260
C 0.723 2.827 -1.570 -0.0861
O -0.862 5.568 -0.614 0.0179
H 4.174 -4.999 -0.789 0.0840
C 8.087 0.525 -1.095 -0.5322
C 4.280 -5.078 -2.938 -0.1929
C -3.048 -0.964 0.926 -0.3944
F 0.540 -2.360 -3.789 0.1663
H -8.523 0.212 2.141 0.0852
H 4.429 -6.154 -2.996 0.1252
C 1.716 3.923 -1.324 -0.5729
F 1.132 -0.194 0.947 0.1591
H -2.771 -3.926 2.753 0.0833
O 1.918 4.730 -2.155 0.1062
F 1.576 -2.304 0.863 0.1580
H 1.830 4.014 0.681 0.0713
H -1.988 3.334 -2.523 0.1271
F -4.319 1.027 1.160 0.1650
O -9.913 -1.148 4.077 0.0320
O -10.998 -0.986 2.111 0.1735
F 0.596 -4.266 -4.809 0.1664
H 4.626 -3.473 -1.533 0.0763
C -8.701 -1.534 3.401 -0.1916
H -8.106 -2.067 4.139 0.1253
H 4.835 1.646 -5.335 0.0848
C -10.964 -0.912 3.303 -0.4012
H 6.482 1.954 -4.769 0.0790
F 0.345 -4.192 -2.654 0.1576
H -1.188 -2.618 0.469 0.1136
H 0.320 2.610 0.526 0.0945
H -1.041 -4.161 2.443 0.0866
O 3.914 -1.753 2.142 0.1747
H -2.060 5.013 0.955 0.1321
C -7.947 -0.322 2.897 -0.0517
O 7.188 2.494 -2.166 0.1764
H 1.288 1.929 -1.792 0.1194
H 3.024 4.778 -0.192 0.1015
C -1.505 3.325 -0.299 -0.2413
C 5.269 1.165 2.051 -0.0580
C -1.873 -3.466 2.339 -0.0573
F 9.202 1.215 -0.858 0.1728
F 7.506 0.253 0.088 0.1499
N 2.432 3.962 -0.128 0.1530
C 7.117 1.316 -1.984 -0.4019
H 4.828 -4.624 -3.763 0.1248
H 6.208 1.549 2.448 0.0885
O 3.224 -2.752 -3.781 0.1664
H -2.283 2.696 0.109 0.1240
C -0.221 2.479 -0.401 -0.1352
H 5.805 -4.787 -1.450 0.0842
C -12.178 -0.562 4.176 -0.5385
H 5.975 0.306 -5.113 0.0833
H 4.779 1.954 1.479 0.0799
O 3.093 0.283 2.647 0.0341
H 5.492 0.354 1.361 0.0626
O -2.028 -0.430 1.247 0.1664
C 5.168 1.101 -3.282 -0.1914
H 4.826 -0.117 3.742 0.1260
H -1.660 -2.578 2.934 0.0705
C 3.029 -0.951 2.167 -0.4000
F -11.848 0.292 5.156 0.1626
C 5.641 1.263 -4.710 -0.0546
H 4.317 0.423 -3.242 0.1215
H 4.166 1.505 3.865 0.1251
C -1.194 4.632 0.427 -0.1082
C 2.499 -3.667 -3.529 -0.4018
C -1.767 5.362 -1.611 -0.5174
H -2.262 -3.995 0.296 0.1278
H -7.756 0.376 3.713 0.0881
H 4.853 2.051 -2.853 0.1229
H -0.324 4.641 1.063 0.1154
C 1.610 -1.225 1.655 -0.5282
O -3.230 -2.258 0.710 0.0415
H -6.999 -0.619 2.460 0.0518
O -2.185 6.217 -2.250 0.1975
F 8.441 -0.641 -1.656 0.1633
O 2.864 -4.868 -3.105 0.0349
```

The largest force on an atom comes out at 4.65 eV Å⁻¹. The calculated total energy comes out at -3581.40096 a.u. The multiplicity is 1. Its SMILES is NC(=O)CC[C@H]1COC(=O)C1.CCOC(=O)C(F)(F)F.CCOC(=O)C(F)(F)F.CCOC(=O)C(F)(F)F.CCOC(=O)C(F)(F)F.CCOC(=O)C(F)(F)F. Its HOMO-LUMO gap is 10.0 eV.



2.
The following is a quantum chemistry calculation of C27H36N7O2RuS2Te as an isolated structure in a non-equilibrium geometry, from OMol25.

The geometry in XYZ format:
```
76
Properties=species:S:1:pos:R:3:lowdin_charge:R:1
C 3.909 -4.193 1.326 -0.0930
N -2.948 3.249 -3.303 0.0670
Ru -0.648 0.410 -0.583 1.1335
C -4.377 -1.451 0.247 -0.3670
C -2.343 2.170 -2.715 -0.8830
C 3.409 -1.508 0.842 -0.5371
N -4.619 -2.379 -0.675 0.1316
H -3.809 3.557 -2.884 0.0731
H 3.013 -4.375 -3.104 0.1050
C 1.343 -3.618 -4.233 -0.1075
C 4.709 -1.941 1.070 -0.1504
C -2.315 -2.261 -1.258 -0.1046
H 0.488 2.760 -2.590 0.0449
H -0.265 2.440 3.715 0.0695
H -1.645 4.466 -0.515 0.0473
H 1.469 4.774 -0.487 0.0754
C 2.051 -0.118 3.914 -0.0712
H 1.387 -4.398 -4.980 0.0945
C 2.209 -2.622 -2.208 -0.0049
C -0.590 -0.533 -3.561 -0.0861
N -1.550 1.464 -3.431 -0.0397
H -6.336 -1.291 0.731 0.1004
C 0.412 -2.615 -4.318 -0.0603
H 1.405 4.233 -2.931 0.0786
H 2.113 3.148 -0.774 0.0177
S 0.081 3.051 0.390 0.8694
H -2.868 -0.224 1.220 0.0887
H 2.876 0.429 3.467 0.0289
H 2.916 -2.613 -1.390 0.0903
H -2.904 3.269 -4.310 0.0947
C 2.257 -3.602 -3.169 -0.0716
C -2.211 4.003 1.527 -0.1775
C -3.082 -0.939 0.436 -0.1311
C 4.957 -3.285 1.309 -0.0927
C 0.706 1.989 3.928 -0.0407
H 4.105 -5.240 1.518 0.0991
C 1.225 -1.601 -2.242 -0.3617
C -3.583 -2.783 -1.404 -0.1058
C 1.220 3.771 -0.836 -0.5005
H -0.277 -2.583 -5.156 0.1090
H 2.107 -1.158 3.595 0.0815
H -2.771 3.122 1.225 0.0068
N 1.114 0.484 1.029 -0.4445
H -0.204 -0.119 5.427 0.0861
H -5.307 -0.184 1.548 0.0980
O 1.168 -0.711 -1.311 -0.2923
C 0.314 0.437 2.067 -0.6290
S -2.754 1.841 -1.064 0.6619
H -0.651 5.279 0.729 0.0808
C -1.183 4.364 0.466 -0.5114
Te 3.017 0.552 0.556 1.3727
N -5.411 -1.042 1.036 0.1395
H 5.971 -3.621 1.488 0.1009
H -1.373 0.151 4.121 0.0775
H -0.370 -1.303 4.122 0.0908
H 5.523 -1.224 1.067 0.0920
H 1.462 2.520 3.348 0.0789
H 1.792 -4.466 1.097 0.1069
H -1.723 3.788 2.478 0.0559
C 2.611 -3.758 1.091 -0.0835
H -3.786 -3.560 -2.131 0.1104
H 1.352 -2.073 0.640 0.0921
H -1.480 -2.589 -1.861 0.1008
H 2.180 -0.091 4.998 0.0872
N -0.777 0.516 -2.825 -0.1082
H -2.908 4.830 1.669 0.0763
C 0.678 3.779 -2.255 -0.1445
H -1.172 -0.575 -4.481 0.1300
C -0.384 -0.237 4.357 -0.0488
C 0.700 0.498 3.561 -0.5239
C 0.338 -1.591 -3.355 -0.1875
H -0.251 4.344 -2.324 0.0601
O -0.922 0.421 1.801 -0.1396
C 2.359 -2.417 0.843 -0.1780
H 0.924 2.113 4.991 0.0893
N -2.074 -1.331 -0.324 -0.0173
```

The largest force on an atom comes out at 2.34 eV Å⁻¹. The calculated total energy comes out at -2743.44700 a.u. The energy above the lowest of the compared OMol25 structures with the same formula, charge and spin is 53.17 kcal/mol. The multiplicity is 2. Its HOMO-LUMO gap (spin up / spin down) is 6.1 / 6.1 eV.



3.
The following is a quantum chemistry calculation of a 4-piece molecular cluster, C27H36NO4P overall in a non-equilibrium geometry, from OMol25.

The geometry in XYZ format:
```
69
Properties=species:S:1:pos:R:3:nbo_charge:R:1
C 0.651 -2.154 1.620 -0.6604
O -5.983 -4.631 -0.125 -0.7267
C 0.785 2.947 3.944 -0.2165
H -0.350 1.975 2.404 0.1906
H 1.721 -1.967 1.637 0.2479
H 1.533 0.547 1.674 0.2193
C -0.920 -1.124 -0.107 -0.4381
H 1.446 5.152 1.003 0.2097
H -0.651 -0.229 0.463 0.1973
C -4.243 -3.099 0.135 -0.3129
C 0.520 0.644 -4.420 -0.2259
H -0.861 -0.831 -1.153 0.2425
O -3.863 -5.420 0.005 -0.7515
C 0.423 0.251 -5.748 -0.2154
H 3.723 0.721 2.799 0.2102
H -0.155 1.393 -4.026 0.2078
O 1.345 -1.670 -0.597 -0.7301
H -2.273 -3.509 -0.645 0.3006
H -1.764 -3.107 2.690 -0.1628
H -4.665 -0.638 2.584 0.2250
C 0.199 -2.138 0.161 0.0824
H 1.565 0.385 -2.563 0.2102
H -2.347 -1.256 2.319 0.4384
H -0.025 -3.141 -0.193 0.2090
N -2.850 -0.903 1.504 -0.5143
C 2.900 1.346 3.120 -0.1500
C -2.700 -3.026 0.228 -0.6114
H -5.945 -2.358 1.174 0.2765
H 4.714 4.144 -2.563 0.2137
C 3.697 3.406 -0.825 -0.2354
H 2.928 -2.025 -5.826 0.2159
O -1.039 -4.974 1.394 -1.0871
C -4.872 -2.410 1.344 -0.4387
C 1.668 1.247 2.489 -0.2530
H -0.040 3.570 4.267 0.2139
C 2.781 3.691 0.179 -0.1544
H 3.616 6.355 -2.484 0.2128
C -4.753 -4.537 -0.020 0.7513
H 1.975 6.857 -0.708 0.2098
H -4.539 -2.541 -0.758 0.2121
C 0.612 2.048 2.901 -0.2183
H -4.744 -3.020 2.240 0.2135
H 2.551 2.946 0.928 0.2022
C 2.253 -1.276 -5.431 -0.2086
H 0.509 -3.130 2.077 0.2556
H -3.282 -4.681 2.154 -0.0241
C 3.075 2.248 4.159 -0.2223
C 3.380 5.607 -1.739 -0.2180
C -2.361 -1.532 0.225 -0.0248
H 3.101 -1.328 -3.460 0.2153
C 1.291 -0.707 -6.254 -0.2099
H 1.218 -1.010 -7.290 0.2155
C 2.459 5.890 -0.739 -0.2031
C 2.161 4.932 0.220 -0.2422
H -0.330 0.690 -6.389 0.2140
C 2.018 3.048 4.571 -0.2077
H 1.230 -2.028 -1.484 0.4742
C 1.486 0.077 -3.598 -0.1746
C 2.350 -0.885 -4.103 -0.2448
H -4.759 -0.323 0.879 0.2140
H 4.037 2.330 4.647 0.2184
C -4.343 -1.011 1.615 -0.2251
H 2.156 3.751 5.382 0.2181
P -2.143 -4.030 1.669 1.5467
C 3.998 4.365 -1.783 -0.2107
H -2.626 0.089 1.434 0.4260
H 0.178 -1.351 2.185 0.1780
H 4.176 2.436 -0.861 0.2119
H -3.003 -1.084 -0.533 0.2186
```

The largest force on an atom comes out at 1.85 eV Å⁻¹. The calculated total energy comes out at -1747.44521 a.u. The multiplicity is 1. Its SMILES is C[C@H](O)C[C@@H]1[NH2+]CC[C@H](C(=O)[O-])[C@@H]1[PH2]=O.c1ccccc1.c1ccccc1.c1ccccc1. Its HOMO-LUMO gap is 7.2 eV.



Q: What is the calculated total energy in the third record?
A: -1747.44521 a.u.